No. 1
This record from OMol25 describes a 7-piece molecular cluster, C35H86Br2N5O5 overall at a distorted geometry. The level of theory is ωB97M-V/def2-TZVPD.

Its total charge is +3. The calculation puts the LUMO energy at -8.917 eV. As for the HOMO energy: -13.48 eV. The largest force on an atom is 3.5 eV/Å. Its spin multiplicity is 1.

```
133
Properties=species:S:1:pos:R:3:lowdin_charge:R:1
C 1.0261 1.6241 -4.7121 0.00
C 1.3567 0.4318 -3.7895 -0.44
C 2.5463 -0.3580 -4.3903 -0.11
C 3.4705 -1.1803 -3.4815 -0.16
C 3.9346 -0.3936 -2.2866 -0.14
C 2.7127 0.1425 -1.5301 -0.41
N 1.8105 0.9394 -2.4521 0.05
O 1.0158 1.6894 -1.8909 0.10
C 3.3062 1.0160 -0.4025 -0.03
C 1.9340 -1.0376 -0.8818 -0.05
C 0.1859 -0.5204 -3.5997 -0.01
H 0.0330 1.9879 -4.4409 0.08
H 0.8619 1.3213 -5.7453 0.11
H 1.8657 2.3082 -4.5898 0.06
H 3.2485 0.3616 -4.8255 0.13
H 2.2534 -0.9636 -5.2478 0.14
H 4.3264 -1.6079 -4.0021 0.13
H 2.8889 -2.0498 -3.1597 0.11
H 4.5741 0.4545 -2.5512 0.09
H 4.6168 -0.9694 -1.6599 0.14
H 2.4855 1.4812 0.1543 0.07
H 3.9545 1.7712 -0.8418 0.04
H 3.7062 0.3634 0.3711 0.10
H 2.3928 -1.6268 -0.0869 0.09
H 1.5885 -1.8493 -1.5195 0.01
H 1.0197 -0.6451 -0.4244 0.06
H 0.4864 -1.5140 -3.2709 0.07
H -0.3525 -0.6857 -4.5343 0.10
H -0.5770 -0.1278 -2.9230 0.08
C 3.8272 4.6561 0.5971 -0.05
C 2.4734 4.5249 -0.1259 -0.17
N 1.8334 5.8996 -0.3882 -0.24
C 2.6984 6.6858 -1.3444 0.00
C 0.5348 5.6595 -1.1846 -0.14
C 0.6052 5.0249 -2.5860 -0.05
C 1.6888 6.7807 0.8559 -0.07
C 0.9676 6.1186 2.0107 -0.20
O -0.3428 5.7757 1.6330 -0.21
C -1.2614 5.6347 2.6904 -0.08
H 3.8147 5.3514 1.4397 0.07
H 4.5799 5.1014 -0.0521 0.08
H 4.1943 3.7259 1.0252 0.08
H 1.7202 3.9458 0.4100 0.11
H 2.5987 4.0491 -1.0965 0.03
H 2.2646 7.6621 -1.5524 0.12
H 2.9367 6.1061 -2.2329 0.07
H 3.6517 6.8942 -0.8595 0.11
H 0.1508 6.6792 -1.2128 0.14
H -0.1092 5.0483 -0.5591 0.09
H -0.4277 4.9424 -2.9230 0.08
H 1.0461 4.0301 -2.6055 0.04
H 1.0937 5.6418 -3.3385 0.09
H 1.1739 7.6824 0.5204 0.15
H 2.6762 7.1658 1.1019 0.14
H 0.9637 6.9274 2.7542 0.14
H 1.5688 5.3573 2.5167 0.13
H -1.2573 6.5829 3.2338 0.10
H -0.9910 4.8394 3.3914 0.09
H -2.2168 5.4558 2.2010 0.08
C 2.6854 -1.9827 3.1278 -0.06
C 1.9242 -2.6773 4.2445 -0.15
N 0.7434 -3.5799 3.8994 -0.25
C -0.2228 -2.7243 3.1383 -0.05
C 1.1312 -4.7622 2.9423 -0.11
C -0.0416 -5.7305 2.6918 -0.05
C 0.0351 -4.1074 5.1562 -0.07
C 0.9398 -4.7462 6.1872 -0.22
O 1.7193 -5.8040 5.7099 -0.20
C 2.5484 -6.4183 6.6820 -0.06
H 3.5393 -1.4253 3.5128 0.10
H 2.0543 -1.2183 2.6698 0.07
H 3.0885 -2.5942 2.3208 0.08
H 1.5309 -1.8901 4.8903 0.13
H 2.5173 -3.3134 4.9006 0.13
H -0.4462 -1.8699 3.7793 0.10
H -1.1661 -3.2306 2.9406 0.10
H 0.2095 -2.4557 2.1771 0.06
H 1.9487 -5.2068 3.5069 0.12
H 1.5434 -4.3406 2.0277 0.11
H 0.3234 -6.6869 2.3148 0.10
H -0.8051 -5.3241 2.0329 0.04
H -0.4546 -6.1077 3.6272 0.07
H -0.8724 -4.6398 4.8977 0.13
H -0.2717 -3.1456 5.5764 0.13
H 0.2411 -5.1544 6.9299 0.14
H 1.5306 -4.0347 6.7747 0.13
H 2.0993 -6.6940 7.6378 0.10
H 3.2994 -5.6527 6.9048 0.10
H 3.0114 -7.2748 6.2011 0.10
C -2.3266 -0.2757 1.2983 0.01
N -2.9273 1.1199 1.0697 -0.34
C -4.2968 0.9170 0.4552 0.03
C -2.9855 1.9344 2.3427 0.03
C -1.9850 1.8082 0.0749 -0.10
C -2.4836 3.1893 -0.2725 -0.19
O -2.1323 3.5221 -1.6463 -0.05
H -2.8720 -0.7972 2.0810 0.11
H -1.3105 -0.1024 1.6520 0.10
H -2.2729 -0.7838 0.3374 0.07
H -4.7839 0.1072 0.9975 0.11
H -4.1726 0.5288 -0.5542 0.10
H -4.9054 1.8143 0.4982 0.11
H -2.0014 2.0951 2.7830 0.11
H -3.4575 1.2282 3.0271 0.11
H -3.4877 2.8973 2.3189 0.11
H -1.7707 1.1093 -0.7361 0.13
H -0.9892 1.8234 0.5247 0.13
H -1.9779 4.0277 0.2075 0.11
H -3.5508 3.3505 -0.1134 0.12
H -2.5609 2.8472 -2.1850 0.09
C -5.1647 -4.5797 -3.9036 0.05
N -4.5165 -3.4952 -3.0975 -0.34
C -5.3247 -2.2216 -3.0895 0.00
C -4.5065 -3.9107 -1.6142 0.00
C -3.0916 -3.1532 -3.4703 -0.14
C -2.1677 -4.3069 -3.8952 -0.25
O -2.1212 -5.3486 -2.9507 -0.11
H -5.3203 -4.1565 -4.8942 0.12
H -6.0974 -4.9064 -3.4517 0.12
H -4.4209 -5.3735 -3.8816 0.10
H -4.9185 -1.5109 -2.3743 0.09
H -6.3684 -2.4765 -2.9206 0.11
H -5.2665 -1.7358 -4.0641 0.11
H -4.1008 -4.9198 -1.5557 0.10
H -5.5233 -3.9053 -1.2268 0.11
H -3.8475 -3.3407 -0.9611 0.06
H -2.7207 -2.6372 -2.5862 0.06
H -3.1516 -2.4655 -4.3164 0.13
H -1.1764 -3.8756 -4.0716 0.12
H -2.4312 -4.6015 -4.9125 0.13
H -1.7807 -4.9702 -2.1156 -0.09
Br -0.7365 -3.5294 -0.6635 -0.10
Br 4.4915 3.5398 -3.1520 -0.26
```



No. 2
This record from OMol25 describes C35H87AlNO10S2 as an isolated structure at a distorted geometry. The level of theory is ωB97M-V/def2-TZVPD.

Its total charge is -1. The calculation puts the LUMO energy at 1.649 eV. As for the HOMO energy: -4.47 eV. The largest force on an atom is 1.4 eV/Å. Its spin multiplicity is 1.

```
136
Properties=species:S:1:pos:R:3:lowdin_charge:R:1
C 8.7153 -3.9075 3.1080 -0.12
C 7.3602 -4.6261 3.1332 -0.25
C 7.0531 -5.3591 1.8010 -0.22
C 5.9001 -4.7246 1.0100 -0.21
C 5.9728 -5.0578 -0.4939 -0.23
C 5.4859 -3.8866 -1.3726 -0.29
C 3.9762 -4.0011 -1.7163 -0.27
Al 2.9430 -2.2710 -1.4251 0.33
C 1.2252 -2.3007 -2.5255 -0.25
C 0.0084 -2.0514 -1.5918 -0.33
C -1.2916 -1.7887 -2.3504 -0.23
C -2.4871 -1.8389 -1.3675 -0.19
C -3.5819 -0.7769 -1.6566 -0.18
C -4.9738 -1.4014 -1.5228 -0.21
C -6.0042 -0.4572 -0.9060 -0.21
C -7.2051 -1.2611 -0.4155 -0.21
C -8.2507 -0.3828 0.2956 -0.18
C -8.4171 -0.7918 1.7651 -0.17
C -7.7979 0.1755 2.7553 -0.25
O -8.0423 1.5221 2.4041 -0.19
C -7.2949 2.4202 3.2068 -0.10
C 4.0064 -0.5905 -1.9458 -0.26
C 3.7342 0.4836 -0.8694 -0.39
C 3.9014 1.9039 -1.3792 -0.46
S 5.6865 2.2730 -1.6048 0.84
C 5.6290 4.0418 -1.3164 -1.11
S 5.5565 5.0451 -2.5904 0.69
N 5.6963 4.4562 0.0412 -0.17
C 4.6498 5.4442 0.3820 -0.19
C 5.1807 6.6980 1.0360 -0.19
O 6.0358 6.2740 2.0903 -0.12
C 7.2481 5.8747 1.4788 -0.19
C 7.0841 4.9153 0.2832 -0.17
H 9.3850 -4.3359 2.3704 0.06
H 9.1938 -3.9974 4.0812 0.06
H 8.6070 -2.8470 2.9055 0.06
H 7.4131 -5.3860 3.9083 0.09
H 6.5580 -3.9300 3.3464 0.10
H 7.9457 -5.3448 1.1820 0.08
H 6.8165 -6.3954 2.0226 0.10
H 5.8806 -3.6469 1.1549 0.10
H 4.9729 -5.1120 1.4250 0.11
H 5.3493 -5.9311 -0.6622 0.10
H 6.9902 -5.3387 -0.7614 0.09
H 6.0610 -3.9458 -2.2952 0.09
H 5.7164 -2.9511 -0.8662 0.07
H 3.5413 -4.7402 -1.0404 0.03
H 3.8500 -4.4020 -2.7209 0.03
H 2.6059 -2.1400 0.1592 -0.04
H 1.1947 -1.5034 -3.2728 0.04
H 1.0448 -3.2698 -2.9974 0.03
H 0.2404 -1.2300 -0.9147 0.08
H -0.1337 -2.9697 -1.0199 0.09
H -1.2649 -0.8351 -2.8680 0.09
H -1.4056 -2.6107 -3.0471 0.07
H -2.9115 -2.8350 -1.4332 0.09
H -2.0884 -1.7208 -0.3627 0.09
H -3.3835 -0.3992 -2.6544 0.10
H -3.4538 0.0327 -0.9438 0.08
H -5.3206 -1.8037 -2.4724 0.11
H -4.9012 -2.2580 -0.8565 0.10
H -6.3240 0.2426 -1.6736 0.11
H -5.5421 0.0539 -0.0654 0.11
H -7.6352 -1.7627 -1.2825 0.11
H -6.8295 -2.0461 0.2361 0.10
H -9.2020 -0.4568 -0.2194 0.10
H -7.9493 0.6530 0.1999 0.10
H -9.4817 -0.8848 1.9740 0.10
H -7.9903 -1.7695 1.9629 0.10
H -8.2663 -0.0110 3.7294 0.12
H -6.7375 -0.0479 2.8821 0.11
H -7.8830 3.3197 3.3751 0.08
H -7.0377 1.9704 4.1608 0.07
H -6.3849 2.7181 2.6857 0.08
H 5.0776 -0.7768 -2.0095 0.03
H 3.6352 -0.1914 -2.8911 0.04
H 4.3832 0.2905 -0.0219 0.09
H 2.6948 0.4014 -0.5500 0.07
H 3.5235 2.6114 -0.6427 0.07
H 3.3952 2.0736 -2.3225 0.07
H 4.0167 4.9758 1.1329 0.12
H 3.9990 5.7096 -0.4469 0.09
H 5.7283 7.3402 0.3460 0.12
H 4.3350 7.2071 1.4852 0.12
H 7.9389 5.5086 2.2222 0.11
H 7.7105 6.7864 1.0810 0.11
H 7.6736 4.0272 0.4967 0.11
H 7.5501 5.3708 -0.5888 0.09
C -8.0380 1.7744 -4.4702 -0.16
O -8.5830 1.3797 -3.2161 -0.13
H -7.7333 0.8741 -4.9971 0.08
H -8.7840 2.3030 -5.0709 0.07
H -7.1639 2.4154 -4.3309 0.08
H -8.8493 2.1777 -2.7478 0.07
C -5.2716 0.2382 6.2388 -0.15
O -5.1481 0.0343 4.8343 -0.14
H -6.2942 0.5337 6.4496 0.07
H -5.0442 -0.6852 6.7806 0.08
H -4.5997 1.0313 6.5675 0.06
H -4.2381 -0.2270 4.6475 0.05
C -6.8102 3.9073 8.0232 -0.15
O -5.8884 3.0232 7.3930 -0.14
H -7.7237 3.9067 7.4344 0.08
H -7.0406 3.5713 9.0376 0.08
H -6.4122 4.9248 8.0599 0.07
H -5.0801 3.0267 7.9169 0.08
C 10.7006 5.0722 0.1386 -0.15
O 10.1890 4.6817 1.4095 -0.13
H 10.3125 6.0631 -0.0848 0.08
H 11.7928 5.1137 0.1549 0.07
H 10.3747 4.3793 -0.6413 0.08
H 10.5314 3.8030 1.6053 0.08
C -0.3456 2.0110 -4.6341 -0.15
O -1.4022 1.0627 -4.7177 -0.14
H -0.0275 2.0637 -3.5957 0.08
H 0.5049 1.7029 -5.2482 0.08
H -0.6843 3.0016 -4.9537 0.07
H -1.6854 1.0100 -5.6381 0.06
C -2.3149 -1.8235 -5.5473 -0.14
O -3.1707 -0.8814 -6.2115 -0.14
H -1.4509 -1.2907 -5.1707 0.06
H -2.8402 -2.2857 -4.7116 0.07
H -1.9855 -2.5939 -6.2508 0.08
H -3.9358 -1.3627 -6.5405 0.07
C -1.3493 -5.9749 -2.3818 -0.14
O -2.2278 -5.0766 -3.0531 -0.13
H -0.5017 -5.3982 -2.0200 0.07
H -1.8505 -6.4451 -1.5309 0.07
H -0.9878 -6.7486 -3.0647 0.07
H -2.9806 -5.5814 -3.3773 0.07
C -2.5918 0.9229 1.8641 -0.12
O -3.1433 0.4920 3.1114 -0.14
H -2.1959 0.0566 1.3416 0.07
H -3.3681 1.3864 1.2502 0.07
H -1.7801 1.6342 2.0336 0.08
H -3.4867 1.2777 3.5515 0.07
```



No. 3
This record from OMol25 describes C35H87N12OSi3V as an isolated structure. The level of theory is ωB97M-V/def2-TZVPD.

Its total charge is +1. The calculation puts the LUMO energy (spin up / spin down) at -1.527 / -1.528 eV. As for the HOMO energy (spin up / spin down): -9.75 / -10.07 eV. The largest force on an atom is 0.9 eV/Å. Its spin multiplicity is 4.

```
139
Properties=species:S:1:pos:R:3:lowdin_spin:R:1
V -0.4120 -0.3017 0.3382 2.83
C -1.4056 -3.8109 -4.6901 0.00
N -2.3069 -2.6853 -4.7878 0.00
C -3.6564 -3.0093 -5.2028 0.00
C -1.8787 -1.3848 -4.5897 0.00
N -1.0666 -0.9836 -3.6737 0.00
C -0.8741 -1.7862 -2.4956 0.01
C 0.5747 -2.2283 -2.2638 0.00
N 1.3281 -1.4665 -1.2126 0.01
C 1.9089 -2.4229 -0.2538 0.00
C 0.8855 -3.2415 0.5136 0.00
N 0.1829 -2.4856 1.5499 0.01
C 0.1225 -3.0545 2.7257 0.00
N -0.6785 -2.5950 3.7151 0.00
C -1.8688 -1.8095 3.4404 0.01
C -0.6385 -3.1374 5.0635 0.00
N 0.9054 -4.1985 3.0149 0.00
C 2.2204 -4.0290 3.5965 0.00
C 0.2140 -5.4347 3.3255 0.00
C 2.4216 -0.7671 -1.9374 0.00
C 3.4732 0.0401 -1.1818 0.00
N 2.9288 1.2852 -0.6813 0.00
C 3.4480 2.3998 -1.0058 0.00
N 2.7504 3.5771 -0.5694 0.00
C 3.5555 4.3009 0.4154 0.00
C 2.3581 4.4897 -1.6385 0.00
N 4.6817 2.5719 -1.6621 0.00
C 5.8706 1.9331 -1.1303 0.00
C 4.7430 2.9230 -3.0695 0.00
N -2.4086 -0.4662 -5.4650 0.00
C -2.3478 0.9391 -5.1283 0.00
C -2.4884 -0.7562 -6.8850 0.00
H -1.4499 -4.3991 -5.6123 0.00
H -1.6595 -4.4769 -3.8583 0.00
H -0.3831 -3.4635 -4.5649 0.00
H -4.0924 -3.7326 -4.5078 0.00
H -3.6780 -3.4505 -6.2048 0.00
H -4.2724 -2.1139 -5.1990 0.00
H -1.5408 -2.6541 -2.4560 0.00
H -1.1396 -1.1658 -1.6338 0.00
H 1.1135 -2.1603 -3.2112 0.00
H 0.5785 -3.2803 -1.9883 0.00
H 2.5220 -1.8746 0.4648 0.00
H 2.5776 -3.1208 -0.7828 0.00
H 1.4163 -4.0932 0.9365 0.00
H 0.1340 -3.6523 -0.1670 0.00
H -2.6859 -2.4578 3.1201 0.00
H -2.1649 -1.3069 4.3570 0.00
H -1.6822 -1.0545 2.6832 0.01
H 0.3234 -3.5853 5.2826 0.00
H -1.4248 -3.8809 5.2210 0.00
H -0.7971 -2.3211 5.7683 0.00
H 2.5055 -2.9797 3.5674 0.00
H 2.9718 -4.6034 3.0461 0.00
H 2.2535 -4.3588 4.6418 0.00
H -0.7590 -5.4468 2.8347 0.00
H 0.0651 -5.5969 4.3993 0.00
H 0.7916 -6.2775 2.9391 0.00
H 1.9546 -0.1120 -2.6712 0.00
H 2.9797 -1.5315 -2.4984 0.00
H 4.2794 0.1930 -1.9029 0.00
H 3.8990 -0.5277 -0.3495 0.00
H 3.8841 3.6256 1.2025 0.00
H 2.9387 5.0783 0.8664 0.00
H 4.4400 4.7710 -0.0343 0.00
H 3.2139 4.9780 -2.1215 0.00
H 1.7290 5.2675 -1.2052 0.00
H 1.7686 3.9656 -2.3914 0.00
H 6.2530 1.1507 -1.7962 0.00
H 5.6556 1.4842 -0.1618 0.00
H 6.6650 2.6707 -0.9901 0.00
H 3.7792 3.2760 -3.4220 0.00
H 5.0206 2.0500 -3.6744 0.00
H 5.4832 3.7063 -3.2489 0.00
H -2.2780 1.0476 -4.0494 0.00
H -3.2497 1.4378 -5.4893 0.00
H -1.4787 1.4289 -5.5819 0.00
H -3.4847 -0.5453 -7.2807 0.00
H -2.2554 -1.8005 -7.0713 0.00
H -1.7678 -0.1423 -7.4347 0.00
C 0.0677 1.6950 -2.3958 0.00
O -0.7565 1.2068 -1.3364 0.02
Si -1.8572 2.1994 -0.4952 0.00
C -3.3780 2.7447 -1.4619 0.00
C -0.9340 3.8323 -0.3863 0.00
C -2.1406 0.9993 0.8949 0.01
Si -3.4864 -0.2456 0.4614 0.01
C -4.8593 -0.3097 1.7396 0.00
C -2.8683 -2.0571 0.2662 0.01
C -4.3398 -0.1291 -1.2195 0.00
Si -2.3063 1.9370 2.5100 0.00
C -1.0329 3.3421 2.7356 0.00
C -2.0679 0.9675 4.1115 0.00
C -3.9553 2.8280 2.6904 0.00
H 1.0379 1.9822 -1.9926 0.00
H 0.1560 0.9113 -3.1464 0.00
H -0.3982 2.5657 -2.8623 0.00
H -3.3343 3.8254 -1.6087 0.00
H -4.2890 2.5264 -0.9107 0.00
H -3.4703 2.2811 -2.4450 0.00
H -0.9523 4.2539 -1.3950 0.00
H 0.1086 3.7467 -0.0744 0.00
H -1.4386 4.5461 0.2605 0.00
H -4.4797 -0.4450 2.7555 0.00
H -5.5333 -1.1408 1.5180 0.00
H -5.4469 0.6063 1.7233 0.00
H -1.8491 -2.3124 0.5604 0.00
H -3.0000 -2.3600 -0.7723 0.00
H -3.5148 -2.6954 0.8708 0.00
H -5.0759 0.6651 -1.3077 0.00
H -4.8617 -1.0789 -1.3648 0.00
H -3.6198 -0.0232 -2.0368 0.00
H -0.1144 3.2853 2.1542 0.00
H -0.7492 3.3878 3.7881 0.00
H -1.4891 4.3011 2.4913 0.00
H -1.2086 0.2934 4.0779 0.00
H -2.9581 0.4042 4.3988 0.00
H -1.8893 1.7023 4.8997 0.00
H -4.2269 3.3452 1.7655 0.00
H -3.8892 3.5786 3.4821 0.00
H -4.7687 2.1537 2.9476 0.00
C 3.8124 0.6094 2.6919 0.00
C 2.4813 0.6966 3.4436 0.00
C 2.1218 2.1444 3.7557 0.00
C 2.5780 -0.0868 4.7494 0.00
N 1.3721 0.0826 2.6942 0.01
N 1.0057 0.7296 1.4664 0.02
H 3.7604 1.1215 1.7304 0.00
H 4.6132 1.0681 3.2746 0.00
H 4.0849 -0.4354 2.5159 0.00
H 2.8580 2.5730 4.4358 0.00
H 1.1419 2.1925 4.2318 0.00
H 2.1011 2.7639 2.8586 0.00
H 3.3164 0.3701 5.4086 0.00
H 2.8969 -1.1140 4.5666 0.00
H 1.6139 -0.1027 5.2580 0.00
H 1.5651 -0.8899 2.4763 0.00
H 1.8035 0.9952 0.8665 0.00
H 0.5477 1.5966 1.7402 0.01
```